Entry 1:
C11H19N2O2 | wB97M-V/def2-TZVPD

```
34
Properties=species:S:1:pos:R:3:nbo_charge:R:1
C 0.195 -1.560 0.920 0.04
C -1.158 -1.299 0.985 0.06
C 0.388 -0.167 -0.979 0.65
C 1.063 2.086 -0.476 0.79
C 1.055 3.356 -1.173 -0.78
C 2.798 -2.274 -0.903 -0.60
C 3.083 -1.081 1.251 -0.64
C -3.045 1.102 -0.924 -0.60
C -3.805 0.111 1.219 -0.60
C 2.416 -0.999 -0.023 -0.05
C -3.031 -0.155 -0.067 -0.07
N 0.941 -0.920 0.042 -0.33
N -1.654 -0.353 0.279 -0.32
O 1.215 1.768 0.673 -0.49
O 0.580 1.038 -1.374 -0.50
H 0.622 -2.333 1.492 0.23
H -1.675 -2.153 1.607 0.21
H 1.987 3.877 -1.030 0.28
H 0.290 4.061 -0.629 0.29
H 0.662 3.506 -2.214 0.28
H 3.850 -2.195 -1.023 0.23
H 2.194 -2.310 -1.842 0.23
H 2.637 -3.247 -0.281 0.22
H 4.190 -1.021 1.039 0.26
H 2.694 -1.970 1.849 0.22
H 2.853 -0.283 2.043 0.25
H -3.960 1.345 -1.287 0.22
H -2.422 0.767 -1.717 0.21
H -2.623 1.963 -0.596 0.21
H -3.992 -0.810 1.699 0.21
H -4.723 0.574 0.984 0.23
H -3.064 0.764 1.697 0.22
H 2.777 -0.205 -0.604 0.22
H -3.337 -0.984 -0.637 0.21
```

The spin multiplicity is 1. As for the energy relative to the best compared isomer or geometry (same formula, charge and spin): 6.316 eV. Its net charge is +1. Its total energy is -18778.851 eV.

Entry 2:
C11H19N2OP | wB97M-V/def2-TZVPD

```
34
Properties=species:S:1:pos:R:3:nbo_charge:R:1
C 3.817 -1.821 0.777 -0.60
C 2.888 -1.145 -0.316 -0.48
C 1.900 -0.255 0.260 0.48
C 2.302 1.172 0.475 -0.52
C 2.492 1.856 -0.809 -0.59
N 0.651 -0.648 0.245 -0.90
P -0.645 0.232 0.782 2.19
N -0.753 1.609 -0.246 -1.20
O -0.500 0.662 2.152 -1.10
C -1.962 -1.085 0.318 -0.60
C -2.066 -0.879 -1.129 -0.16
C -3.026 -0.062 -1.625 -0.26
C -3.961 0.542 -0.746 -0.25
C -3.980 0.242 0.560 -0.16
C -3.266 -1.011 1.047 -0.45
H 4.403 -2.430 0.127 0.22
H 3.173 -2.325 1.542 0.22
H 4.474 -1.219 1.312 0.21
H 3.509 -0.681 -0.975 0.21
H 2.154 -1.869 -0.837 0.24
H 3.113 1.231 1.195 0.22
H 1.450 1.593 1.001 0.24
H 3.437 1.370 -1.299 0.19
H 2.755 2.942 -0.690 0.22
H 1.656 1.771 -1.480 0.22
H -1.309 2.178 0.289 0.39
H -0.945 1.542 -1.293 0.41
H -1.308 -1.962 0.537 0.27
H -1.113 -1.034 -1.738 0.22
H -3.111 0.300 -2.615 0.21
H -4.508 1.349 -1.206 0.21
H -4.667 0.728 1.324 0.22
H -3.988 -1.929 0.877 0.22
H -3.065 -0.963 2.187 0.24
```

The spin multiplicity is 1. As for the energy relative to the best compared isomer or geometry (same formula, charge and spin): 3.153 eV. Its net charge is 0. Its total energy is -26030.687 eV.

Entry 3:
C11H19N2OS | wB97M-V/def2-TZVPD

```
34
Properties=species:S:1:pos:R:3:nbo_charge:R:1
C 1.469 1.060 -2.879 -0.40
C 1.499 0.537 -1.654 0.15
N 0.287 0.356 -0.850 -0.50
C -0.705 1.245 -0.498 0.71
O -1.270 2.092 -1.107 -0.50
C -0.764 0.682 0.982 -0.32
C -2.070 0.059 1.458 -0.42
C -3.343 0.837 1.196 -0.42
C -4.506 -0.140 1.466 -0.60
C 0.332 -0.264 0.468 0.18
N 0.069 -1.724 0.309 -0.73
S 2.140 -0.099 0.931 0.24
C 2.711 0.082 -0.800 -0.17
C 3.773 1.169 -0.776 -0.62
C 3.258 -1.280 -1.447 -0.59
H 0.465 1.380 -3.077 0.25
H 2.415 1.295 -3.399 0.24
H -0.276 1.454 1.642 0.28
H -2.183 -0.900 0.980 0.17
H -2.060 -0.119 2.508 0.23
H -3.536 1.800 1.791 0.23
H -3.584 1.200 0.106 0.23
H -4.314 -1.013 0.746 0.19
H -5.552 0.390 1.127 0.23
H -4.630 -0.391 2.476 0.21
H 1.018 -2.116 0.233 0.48
H -0.637 -1.871 -0.407 0.46
H -0.402 -2.012 1.177 0.45
H 4.628 0.759 -0.186 0.22
H 3.409 2.136 -0.330 0.24
H 4.166 1.361 -1.709 0.23
H 3.928 -1.551 -0.684 0.22
H 3.777 -1.035 -2.269 0.22
H 2.425 -2.012 -1.731 0.20
```

The spin multiplicity is 1. As for the energy relative to the best compared isomer or geometry (same formula, charge and spin): 0.352 eV. Its net charge is +1. Its total energy is -27569.243 eV.

Entry 4:
C11H19N3O6PV | wB97M-V/def2-TZVPD

```
41
Properties=species:S:1:pos:R:3:nbo_charge:R:1
O -1.502 2.380 -4.780 -0.43
C -1.165 2.028 -3.714 0.38
V -0.519 1.498 -2.162 0.49
C -1.577 2.369 -0.918 0.53
O -2.215 2.880 -0.078 -0.33
C -2.759 -0.197 -4.156 0.88
O -1.871 -0.849 -3.709 -0.20
C 1.081 2.380 -2.456 0.55
O 2.077 2.922 -2.724 -0.31
C -3.925 0.456 -4.366 0.17
O -4.477 1.449 -3.889 -0.15
H -4.217 -0.238 -5.130 0.24
C -1.517 -1.785 0.121 -0.41
N -0.276 -1.730 0.916 -0.81
C 0.355 -3.039 1.103 -0.41
P 0.644 -0.345 0.793 2.46
O 0.483 0.358 -0.522 -1.20
N 0.185 0.552 2.128 -0.79
C 0.689 1.925 2.221 -0.42
C -1.163 0.422 2.677 -0.41
N 2.245 -0.678 0.979 -0.82
C 3.211 -0.219 -0.022 -0.40
C 2.845 -1.089 2.251 -0.42
H -2.192 -2.502 0.611 0.24
H -1.317 -2.126 -0.911 0.17
H -2.006 -0.798 0.083 0.19
H -0.371 -3.801 0.790 0.22
H 1.270 -3.134 0.494 0.21
H 0.604 -3.212 2.161 0.22
H 0.127 2.615 1.564 0.17
H 0.549 2.243 3.263 0.23
H 1.758 1.968 1.969 0.22
H -1.910 0.983 2.089 0.17
H -1.446 -0.635 2.725 0.23
H -1.131 0.842 3.691 0.23
H 3.648 0.748 0.278 0.20
H 4.015 -0.964 -0.097 0.22
H 2.726 -0.109 -0.999 0.20
H 2.243 -0.753 3.106 0.23
H 2.960 -2.184 2.295 0.21
H 3.842 -0.632 2.321 0.22
```

The spin multiplicity is 3. Its net charge is +2. The expectation value of S² is 2.047. Its total energy is -63425.130 eV.

Entry 5:
C11H20BMgN2O2SbSe4 | wB97M-V/def2-TZVPD

```
42
Properties=species:S:1:pos:R:3:nbo_charge:R:1
Mg 0.786 0.949 -0.402 1.48
Se 3.926 3.732 2.095 -0.92
Sb 1.489 3.413 1.849 1.07
Se 1.060 0.961 2.241 -1.00
Se 1.096 3.484 -0.657 -1.02
Se -0.004 4.864 3.090 -0.83
C 6.209 1.209 0.135 -0.65
C 5.009 0.536 -0.434 0.19
C 4.842 -0.633 -1.163 -0.38
C 3.462 -0.740 -1.387 0.15
N 2.834 0.293 -0.838 -0.40
N 3.786 1.051 -0.277 -0.33
C 2.707 -1.820 -2.093 -0.64
H 7.097 0.594 -0.009 0.20
H 6.059 1.399 1.198 0.26
H 6.363 2.178 -0.340 0.23
H 5.615 -1.314 -1.479 0.20
H 3.566 1.893 0.269 0.48
H 3.401 -2.561 -2.490 0.20
H 2.118 -1.409 -2.914 0.22
H 2.014 -2.314 -1.411 0.23
C -2.549 -1.724 1.618 -0.64
C -2.989 -1.410 0.187 0.24
C -3.957 -2.477 -0.301 -0.62
O -1.812 -1.428 -0.634 -0.78
B -1.281 -0.130 -0.653 0.32
O -2.264 0.758 -0.231 -0.75
C -3.485 0.055 0.033 0.22
C -4.395 0.247 -1.181 -0.63
C -4.132 0.654 1.270 -0.62
H -2.022 -2.680 1.620 0.21
H -3.404 -1.789 2.294 0.19
H -1.859 -0.960 1.983 0.25
H -3.507 -3.461 -0.155 0.21
H -4.177 -2.356 -1.361 0.21
H -4.895 -2.440 0.259 0.19
H -3.941 -0.196 -2.068 0.21
H -4.510 1.317 -1.357 0.22
H -5.384 -0.192 -1.024 0.19
H -3.419 0.706 2.091 0.24
H -5.004 0.071 1.580 0.18
H -4.451 1.672 1.045 0.22
```

The spin multiplicity is 1. Its net charge is -2. Its total energy is -292858.682 eV.

Entry 6:
C11H20BrF9OPS | wB97M-V/def2-TZVPD

```
44
Properties=species:S:1:pos:R:3:nbo_charge:R:1
C -3.295 1.293 -2.409 -0.69
C -2.989 0.166 -1.259 -0.12
O -1.678 -0.489 -1.350 -0.72
P -0.370 0.642 -1.550 1.50
C -0.129 1.872 -0.113 -0.79
C -1.043 1.570 1.222 -0.43
C -0.248 1.848 2.651 -0.42
C 1.000 0.811 2.915 -0.48
C 0.490 -0.571 3.708 0.66
F -0.994 -0.718 3.709 -0.34
F 0.843 -0.298 5.154 -0.34
C 1.324 -1.911 3.300 0.47
F 1.399 -2.862 4.472 -0.29
F 2.741 -1.508 3.038 -0.30
S 0.718 -2.871 1.829 2.21
F 2.205 -2.478 0.999 -0.45
F 1.516 -4.278 2.452 -0.42
F -0.718 -3.412 2.588 -0.41
F -0.024 -1.534 1.068 -0.46
F 0.282 -3.818 0.461 -0.40
C 1.200 -0.443 -1.925 -0.58
Br 2.881 0.253 -1.105 0.10
C 1.334 -0.719 -3.557 -0.45
C 2.065 0.494 -4.382 -0.67
H -4.413 1.667 -2.223 0.27
H -2.628 2.257 -2.352 0.21
H -3.320 0.794 -3.484 0.25
H -3.241 0.647 -0.223 0.21
H -3.800 -0.696 -1.420 0.24
H -0.535 1.460 -2.761 0.05
H -0.481 2.942 -0.509 0.28
H 0.971 2.017 0.255 0.30
H -1.579 0.504 1.198 0.24
H -1.944 2.353 1.213 0.24
H -1.053 1.833 3.502 0.26
H 0.199 2.928 2.586 0.23
H 1.547 0.548 1.899 0.24
H 1.772 1.379 3.596 0.28
H 0.986 -1.514 -1.450 0.30
H 0.278 -0.888 -4.068 0.24
H 2.009 -1.688 -3.722 0.26
H 3.024 0.088 -4.964 0.25
H 2.352 1.432 -3.744 0.23
H 1.346 0.898 -5.246 0.23
```

The spin multiplicity is 1. Its net charge is +1. Its total energy is -128386.921 eV.